{
  "formula": "C33H47ClF2I2N2OS3",
  "method": "ωB97M-V with the def2-TZVPD basis set",
  "elements": ["C", "C", "C", "C", "S", "C", "C", "C", "C", "I", "C", "C", "C", "S", "C", "S", "N", "C", "C", "C", "C", "C", "O", "N", "C", "I", "C", "Cl", "C", "C", "H", "H", "H", "H", "H", "H", "H", "H", "H", "H", "H", "H", "H", "H", "H", "H", "H", "H", "H", "H", "H", "H", "H", "H", "H", "H", "H", "H", "H", "H", "H", "H", "H", "H", "H", "H", "H", "F", "C", "C", "C", "C", "C", "C", "H", "H", "H", "H", "H", "F", "C", "C", "C", "C", "C", "C", "H", "H", "H", "H", "H"],
  "xyz": [[0.435, 4.474, 1.654], [1.604, 3.596, 1.175], [1.421, 2.094, 1.411], [0.475, 1.246, 0.537], [-0.562, 2.218, -0.648], [-0.584, 0.420, 1.370], [0.079, -0.441, 2.513], [-0.020, -1.970, 2.455], [-1.429, -2.469, 2.777], [-1.845, -4.365, 1.894], [-1.696, 1.206, 2.110], [-2.719, 2.169, 1.500], [-3.687, 1.526, 0.512], [-5.141, 2.608, 0.398], [-5.853, 2.200, -1.177], [-6.341, 3.462, -2.112], [-6.001, 0.889, -1.517], [-6.372, -0.092, -0.475], [-5.385, -1.250, -0.312], [-6.649, 0.638, -2.816], [-5.769, 0.989, -4.020], [-1.050, -0.538, 0.287], [-2.138, -1.021, 0.124], [0.037, -0.797, -0.524], [1.103, 0.124, -0.399], [2.914, -0.911, 0.539], [1.760, 0.489, -1.771], [0.624, 0.388, -3.170], [2.540, 1.799, -1.807], [3.623, 1.771, -2.882], [-0.173, 4.855, 0.834], [0.807, 5.346, 2.194], [-0.221, 3.927, 2.333], [2.502, 3.875, 1.730], [1.842, 3.811, 0.130], [1.082, 1.986, 2.445], [2.403, 1.623, 1.381], [0.302, 3.208, -0.860], [1.119, -0.153, 2.634], [-0.406, -0.149, 3.447], [0.346, -2.385, 1.519], [0.652, -2.355, 3.226], [-1.557, -2.633, 3.842], [-2.213, -1.823, 2.396], [-1.180, 1.744, 2.913], [-2.276, 0.425, 2.614], [-3.299, 2.552, 2.348], [-2.252, 3.041, 1.050], [-3.250, 1.427, -0.482], [-3.973, 0.540, 0.865], [-6.548, 0.439, 0.458], [-7.332, -0.506, -0.787], [-5.389, -1.628, 0.710], [-4.371, -0.959, -0.577], [-5.643, -2.076, -0.978], [-6.857, -0.432, -2.837], [-7.609, 1.161, -2.848], [-4.879, 1.531, -3.705], [-5.432, 0.081, -4.524], [-6.300, 1.609, -4.737], [-0.129, -1.267, -1.403], [2.467, -0.302, -1.991], [1.858, 2.623, -2.011], [3.002, 1.948, -0.828], [4.039, 2.770, -3.011], [4.431, 1.088, -2.625], [3.190, 1.480, -3.841], [-0.427, -4.129, 5.411], [0.101, -5.337, 5.724], [0.911, -5.427, 6.838], [1.455, -6.663, 7.157], [1.187, -7.773, 6.368], [0.368, -7.646, 5.254], [-0.190, -6.419, 4.919], [1.106, -4.545, 7.433], [2.091, -6.756, 8.028], [1.615, -8.733, 6.620], [0.159, -8.508, 4.635], [-0.829, -6.298, 4.055], [6.702, 2.033, -3.382], [7.117, 1.907, -4.661], [6.220, 2.168, -5.677], [6.657, 2.034, -6.988], [7.961, 1.646, -7.260], [8.838, 1.390, -6.215], [8.421, 1.520, -4.898], [5.208, 2.465, -5.440], [5.971, 2.236, -7.800], [8.294, 1.543, -8.284], [9.856, 1.085, -6.422], [9.084, 1.329, -4.066]],
  "forces_ev_per_angstrom": [[0.096, 0.134, -0.013], [-0.113, 0.039, 0.007], [0.068, -0.091, 0.041], [-0.132, -0.091, -0.100], [0.097, 0.127, 0.024], [0.150, -0.051, -0.020], [-0.009, 0.073, 0.113], [0.022, -0.047, 0.166], [0.016, -0.015, 0.028], [-0.026, -0.069, -0.103], [-0.087, -0.022, -0.045], [-0.114, 0.116, -0.056], [-0.063, -0.096, 0.166], [0.074, 0.157, -0.158], [0.030, -0.102, 0.025], [-0.048, 0.164, -0.024], [-0.538, 0.383, 0.193], [0.094, -0.225, -0.071], [0.031, -0.037, -0.347], [0.292, -0.361, -0.169], [0.087, -0.114, 0.036], [0.468, 0.162, -0.038], [-0.411, -0.324, 0.028], [0.019, 0.250, -0.102], [-0.134, 0.086, -0.022], [-0.094, 0.029, 0.136], [0.136, -0.019, 0.131], [-0.033, 0.036, -0.033], [0.105, -0.134, -0.123], [-0.244, 0.178, -0.013], [-0.062, -0.121, 0.018], [0.000, -0.014, 0.006], [-0.005, 0.017, -0.028], [0.000, -0.027, 0.010], [0.058, -0.008, 0.048], [0.021, -0.003, -0.006], [-0.010, 0.014, 0.016], [0.006, 0.008, -0.083], [0.120, -0.076, -0.067], [0.055, 0.075, -0.007], [-0.062, 0.130, -0.134], [0.029, -0.066, -0.075], [-0.051, 0.110, 0.006], [0.029, -0.014, -0.023], [-0.017, -0.001, -0.019], [0.024, 0.035, 0.036], [0.007, -0.111, 0.054], [-0.056, -0.040, 0.065], [-0.041, -0.038, 0.032], [0.014, -0.027, -0.011], [0.189, -0.010, -0.013], [-0.118, 0.120, 0.138], [0.009, -0.014, -0.027], [-0.027, 0.050, 0.169], [-0.055, -0.019, 0.046], [-0.013, -0.002, 0.026], [0.083, 0.079, 0.032], [-0.044, 0.055, -0.014], [-0.031, 0.004, -0.006], [-0.003, 0.031, 0.006], [0.065, -0.089, 0.064], [-0.112, -0.106, -0.068], [0.027, -0.014, 0.102], [-0.048, 0.070, -0.025], [0.137, -0.044, 0.053], [-0.020, -0.014, -0.026], [0.055, -0.079, 0.004], [0.002, -0.012, -0.002], [0.004, 0.042, -0.008], [0.011, -0.020, 0.004], [0.001, -0.002, 0.002], [-0.005, 0.020, 0.001], [-0.008, -0.017, -0.006], [0.024, -0.057, 0.023], [-0.008, 0.003, 0.000], [0.002, 0.001, -0.005], [-0.001, 0.001, -0.001], [-0.004, 0.001, 0.007], [0.024, 0.037, 0.041], [0.065, 0.018, -0.009], [-0.002, -0.006, 0.027], [0.003, -0.005, -0.025], [-0.010, 0.005, -0.010], [0.000, 0.000, 0.013], [0.004, -0.004, -0.004], [0.004, 0.001, -0.021], [0.006, 0.002, 0.010], [0.001, -0.006, 0.001], [0.000, 0.000, 0.001], [-0.001, 0.006, -0.001], [-0.007, -0.004, 0.005]],
  "energy_ev": -106675.8635,
  "homo_energy_ev": -7.753,
  "smiles": "CCC[C@]1(S)[C@@](CCCI)(CCCSC(=S)N(CC)CC)C(=O)N[C@@]1(I)[C@@H](Cl)CC.Fc1ccccc1.Fc1ccccc1"
}